No. 1
Computed, not measured: 6 unconnected molecules or ions with the total composition C35H67N6O4S3 in a non-equilibrium geometry, with ωB97M-V/def2-TZVPD.

```
! RIJCOSX wB97M-V def2-TZVPD def2/J DEFGRID3
* xyz -1 1
C 1.38732 -2.98761 0.30903
C 2.57678 -2.98051 1.43930
C 3.86229 -2.01340 1.05515
C 3.68030 -0.45028 1.53557
C 2.86999 0.49193 0.45329
C 3.60844 0.63423 -1.00351
C 2.68582 0.14611 -2.28644
C 1.26901 0.96455 -2.43922
C 0.00602 0.14639 -1.78803
C -1.38085 0.72127 -2.49984
C -2.35027 -0.59839 -2.71949
C -3.02541 -0.93253 -1.26200
C -3.88524 -2.34065 -1.26140
C -4.16279 -2.69910 0.34624
C -5.27774 -1.71301 1.03422
S -4.55904 -0.31453 2.06822
O -3.05265 -0.05234 1.83451
O -4.70364 -0.77114 3.57214
N -5.59411 1.07965 1.89125
S -4.73295 2.48683 1.32183
O -5.79776 3.65155 1.27205
O -4.20768 2.36494 -0.15031
S -3.19968 3.17152 2.60697
H 1.63612 -3.70254 -0.60191
H 1.15342 -1.93652 -0.15273
H 0.38305 -3.42857 0.77942
H 3.01565 -4.08949 1.47164
H 2.18125 -2.77277 2.54433
H 4.78222 -2.44654 1.67623
H 4.15705 -2.12775 -0.08116
H 3.04877 -0.42430 2.54772
H 4.73105 0.00266 1.81195
H 2.81334 1.57441 0.92498
H 1.76529 0.09539 0.40321
H 3.79958 1.79886 -1.17934
H 4.68841 0.14068 -1.04116
H 2.54194 -1.02712 -2.27658
H 3.30718 0.37789 -3.27573
H 1.32050 2.07946 -2.05751
H 1.05363 1.03858 -3.60620
H -0.14174 0.32489 -0.62780
H 0.15626 -1.01166 -1.96374
H -1.90812 1.42101 -1.70226
H -1.17942 1.33860 -3.47450
H -3.22435 -0.38307 -3.47430
H -1.71268 -1.53291 -3.03950
H -3.75657 -0.09540 -0.89173
H -2.19057 -1.04928 -0.42568
H -4.87234 -2.18024 -1.87233
H -3.21000 -3.16145 -1.75454
H -4.63196 -3.79483 0.32718
H -3.15151 -2.74332 0.94536
H -5.93331 -1.21561 0.19383
H -5.96468 -2.35140 1.75389
H -2.59154 4.24659 1.88517
C -8.34607 -3.10237 -4.86077
C -8.32171 -1.77238 -4.11425
C -7.30205 -0.78658 -4.68787
C -5.90538 -1.37853 -4.59190
N -4.74665 -1.86962 -4.51216
H -7.38670 -3.62441 -4.78798
H -9.10784 -3.76315 -4.43504
H -8.57809 -2.95276 -5.92143
H -8.10062 -1.96320 -3.05694
H -9.31941 -1.32184 -4.15828
H -7.33306 0.15415 -4.12813
H -7.52857 -0.56543 -5.73661
C 8.49029 0.17332 3.28957
C 7.99972 0.00800 4.72442
C 7.76456 -1.45416 5.10819
C 6.70531 -2.05906 4.20132
N 5.82644 -2.56084 3.44900
H 7.75188 -0.18635 2.56596
H 8.67184 1.23008 3.06947
H 9.42597 -0.37443 3.12926
H 7.07190 0.57947 4.85002
H 8.74001 0.44238 5.40533
H 7.42774 -1.52008 6.14812
H 8.69143 -2.03048 5.01419
C 6.38815 0.71797 8.97513
C 7.67571 1.33481 9.51224
C 7.77000 2.83889 9.24886
C 7.73951 3.10095 7.75196
N 7.71431 3.31832 6.51007
H 6.31809 0.81226 7.88682
H 6.35139 -0.35029 9.21103
H 5.50837 1.19638 9.42046
H 8.53159 0.82278 9.05563
H 7.73206 1.15601 10.59168
H 8.70249 3.23526 9.66431
H 6.93541 3.36579 9.72415
C -12.85330 0.10738 -6.05306
C -11.54698 0.04582 -6.83824
C -11.39196 -1.25113 -7.63474
C -11.40026 -2.43966 -6.68730
N -11.40705 -3.42567 -5.90122
H -12.91095 -0.68635 -5.30147
H -12.93360 1.06190 -5.52334
H -13.71727 0.01384 -6.72091
H -10.70811 0.15622 -6.14015
H -11.50625 0.89646 -7.52751
H -10.44806 -1.24048 -8.18987
H -12.20912 -1.35955 -8.35624
C 6.14884 4.64253 -0.29169
C 7.45516 4.58097 -1.07687
C 7.61018 3.28402 -1.87337
C 7.60188 2.09550 -0.92593
N 7.59509 1.10948 -0.13985
H 6.09119 3.84880 0.45990
H 6.06855 5.59706 0.23802
H 5.28487 4.54900 -0.95954
H 8.29403 4.69138 -0.37878
H 7.49589 5.43161 -1.76615
H 8.55409 3.29467 -2.42850
H 6.79302 3.17560 -2.59487
*
```

Output
HOMO level, eV: -5.74
E_LUMO, hartree: 0.0596
Gap between HOMO and LUMO, eV: 7.36

No. 2
Computed, not measured: a molecular structure, C33H28GeMnN5O4S in a non-equilibrium geometry, with ωB97M-V/def2-TZVPD.

```
! RIJCOSX wB97M-V def2-TZVPD def2/J DEFGRID3
* xyz -1 6
Mn -2.15668 -0.44426 2.07028
O -5.92073 1.28597 1.89131
C -4.71525 0.80752 2.08324
O -4.23239 -0.13686 1.43185
C -3.88220 1.49073 3.18252
C -4.19787 2.61201 3.92215
C -3.18537 3.16330 4.72050
C -1.89910 2.64301 4.79391
C -1.63434 1.49504 4.07535
N -2.64471 0.91500 3.32131
C -0.24004 0.78442 3.84327
O 0.85977 1.26483 4.35035
O -0.21909 -0.17374 3.05318
H -6.29275 0.77710 1.13364
H -5.20371 3.06139 3.81563
H -3.41438 4.08275 5.24594
H -1.11964 3.14112 5.40451
H 0.77172 1.96874 4.99121
N -2.18534 -4.72054 2.37743
C -2.20721 -3.38218 2.17931
S -2.72657 -2.23708 3.36198
N -1.79830 -3.04974 0.93463
N -1.68022 -1.76499 0.72919
C -1.00709 -1.33802 -0.41368
C -1.03441 0.39926 -0.55351
C -1.34457 1.07270 -1.76800
C -1.43132 2.47758 -1.72053
C -1.50987 3.16050 -0.50105
C -1.60470 2.36400 0.65528
N -1.47349 1.03130 0.61444
H -2.12540 -5.00667 3.34509
H -1.68672 -5.29889 1.70829
H -1.22713 -1.91635 -1.33115
H -1.48730 0.54708 -2.73295
H -1.48687 3.03500 -2.65543
H -1.54203 4.24818 -0.41733
H -1.74546 2.84327 1.63267
C 0.22612 -0.51064 -0.30679
Ge 1.73425 -0.69041 -1.53893
C 1.75865 -2.56555 -2.07826
C 2.84002 -3.41115 -1.86055
C 2.79126 -4.75280 -2.19581
C 1.62924 -5.28969 -2.75216
C 0.55352 -4.46339 -3.00381
C 0.63090 -3.11333 -2.69585
C 3.09999 0.14341 -0.37158
C 2.82978 1.43824 0.08765
C 3.69561 2.07471 0.96301
C 4.81042 1.40742 1.45374
C 5.07399 0.11067 1.04013
C 4.21835 -0.50715 0.14857
C 1.54859 0.47896 -3.12207
C 2.24379 1.68325 -3.21183
C 1.99019 2.58507 -4.23453
C 1.09500 2.24305 -5.24283
C 0.43945 1.01461 -5.18756
C 0.69172 0.13969 -4.15565
H 0.59783 -0.41510 0.73478
H 3.78006 -3.03596 -1.42504
H 3.67847 -5.36898 -2.02438
H 1.59099 -6.35840 -2.97025
H -0.37255 -4.88876 -3.37821
H -0.19575 -2.44706 -2.99273
H 1.93408 1.97341 -0.24856
H 3.49848 3.10806 1.27245
H 5.49771 1.89945 2.13435
H 5.93790 -0.42774 1.42678
H 4.42571 -1.54740 -0.13038
H 2.98960 1.92925 -2.47422
H 2.51552 3.55068 -4.25178
H 0.89225 2.94625 -6.05775
H -0.26894 0.71811 -5.96983
H 0.22856 -0.85326 -4.15499
*
```

Output
<S²>: 8.8361
ΔE to the lowest compared entry with this formula, charge and spin, kJ/mol: 0.0
HOMO level (alpha / beta), eV: -2.09 / -2.28
E_LUMO (alpha / beta), hartree: 0.0858 / 0.0852
Gap between HOMO and LUMO (alpha / beta), eV: 4.42 / 4.60

No. 3
Computed, not measured: a molecular structure, C19H28NPTeV in a non-equilibrium geometry, with ωB97M-V/def2-TZVPD.

```
! RIJCOSX wB97M-V def2-TZVPD def2/J DEFGRID3
* xyz 2 2
C 0.54835 3.22547 -3.21648
C -0.72877 2.74316 -2.92350
C -0.88693 1.70957 -1.99125
C 0.27063 1.20041 -1.43165
C 1.55241 1.68425 -1.65167
C 1.68731 2.72891 -2.56726
C -2.19700 1.14099 -1.53735
C -2.18724 -0.37878 -1.08463
N -2.34291 -1.19212 -2.27361
V -0.32664 -0.10906 0.04804
C 2.64837 0.99412 -0.89862
P 1.90385 -0.65262 -0.37317
H -1.61719 3.15180 -3.41760
H 2.68661 3.12484 -2.77070
H 0.66997 4.01139 -3.96428
H 2.94092 1.52093 0.02599
H 3.54903 0.80238 -1.49758
H -2.63877 1.73107 -0.71406
H -2.91908 1.20306 -2.36574
H -1.45847 -1.08956 -0.46509
C 3.27069 -1.39096 0.54007
C 2.03993 -1.51989 -1.97648
H -3.12398 -0.51037 -0.51483
C -1.45578 -1.12771 -3.38229
C -3.05956 -2.41120 -2.10834
H 0.37061 -1.03495 1.29301
H -1.96499 -1.63192 -4.21890
H -1.22902 -0.09569 -3.68027
H -0.49186 -1.65195 -3.22899
H -3.35556 -2.77588 -3.10022
H -2.47123 -3.20165 -1.60448
H -3.95908 -2.22659 -1.50312
H 3.09802 -1.55773 -2.26505
H 1.63635 -2.53375 -1.86493
H 1.47609 -0.99399 -2.75460
H 4.19220 -1.29766 -0.05081
H 3.39068 -0.88592 1.50628
H 3.04584 -2.45099 0.71256
H -0.23671 -1.65503 0.72431
Te -0.72126 1.44309 2.02878
C -0.39761 0.65339 3.98166
C -1.39992 0.87032 4.95247
C -1.17341 0.44760 6.26526
C 0.03394 -0.18628 6.60877
C 1.02117 -0.38815 5.63583
C 0.82267 0.04470 4.31583
H -2.31907 1.37414 4.64866
H -1.93637 0.61167 7.03100
H 0.20196 -0.51665 7.63466
H 1.95782 -0.88256 5.90376
H 1.58303 -0.06764 3.54056
*
```

Output
<S²>: 0.9757
HOMO level (alpha / beta), eV: -14.65 / -14.57
E_LUMO (alpha / beta), hartree: -0.2867 / -0.3562
Gap between HOMO and LUMO (alpha / beta), eV: 6.85 / 4.88